Molecular formula: C22H25NO3
Method: DFT, ωB97M-V with the def2-TZVPD basis set

The calculation puts the HOMO energy at -8.50 eV. As for the SMILES: O=C(c1cccc2ccccc12)[C@@H]1CCCN(C(=O)C2CCOCC2)C1. The calculation puts the total energy at -30834.5392 eV. The energy above the lowest of the compared OMol25 structures with the same formula, charge and spin is 1922.1 kJ/mol. Its lowest unoccupied orbital energy is -0.3312 eV.

```
! wB97M-V def2-TZVPD RIJCOSX def2/J DEFGRID3
* xyz 0 1
O 1.546 -0.735 -3.176
C 0.685 -0.720 -2.492
C -0.658 -0.327 -2.823
C -1.539 -1.054 -3.320
C -2.756 -0.453 -3.570
C -3.280 0.653 -3.082
C -2.474 1.548 -2.381
C -2.594 2.804 -2.218
C -1.708 3.638 -1.593
C -0.519 3.273 -1.387
C -0.052 1.759 -1.680
C -0.855 0.982 -2.259
C 0.878 -1.424 -0.905
C 1.028 -3.013 -0.964
C 1.337 -3.606 0.264
C 0.236 -3.086 1.153
N 0.112 -1.452 1.341
C 0.407 -1.158 2.427
O 0.534 -1.675 3.625
C 0.159 0.528 2.545
C 0.135 0.923 3.929
C 1.354 0.882 4.747
O 2.437 1.646 4.171
C 2.679 0.824 2.798
C 1.624 1.230 1.840
C -0.034 -1.077 0.093
H -1.196 -2.168 -3.695
H -3.598 -1.320 -3.932
H -4.344 1.067 -3.341
H -3.815 3.100 -2.266
H -2.003 4.692 -1.360
H 0.176 3.817 -0.928
H 0.968 1.852 -1.559
H 2.013 -0.936 -0.580
H 0.193 -3.364 -1.400
H 1.948 -3.129 -1.854
H 1.281 -4.671 0.298
H 2.572 -3.227 0.514
H 0.348 -3.302 2.167
H -0.606 -3.537 0.819
H -0.682 0.918 2.058
H -0.573 0.483 4.476
H -0.244 2.079 4.051
H 1.268 1.539 5.782
H 1.498 -0.283 5.132
H 3.548 1.389 2.574
H 2.739 -0.009 2.974
H 1.499 0.678 1.053
H 1.277 2.203 1.827
H -0.357 0.127 0.004
H -1.196 -1.354 -0.362
*
```



Molecular formula: C22H25NO6
Method: DFT, ωB97M-V with the def2-TZVPD basis set

The calculation puts the HOMO energy at -7.94 eV. As for the SMILES: Cc1cc(C(=O)COC(=O)[C@H]2COc3ccccc3O2)c(C)n1C[C@@H]1CCCO1. The calculation puts the total energy at -36994.6141 eV. The energy above the lowest of the compared OMol25 structures with the same formula, charge and spin is 232.7 kJ/mol. Its lowest unoccupied orbital energy is 0.6619 eV.

```
! wB97M-V def2-TZVPD RIJCOSX def2/J DEFGRID3
* xyz 0 1
C -3.618 -1.934 2.031
C -2.562 -1.277 1.217
C -1.350 -1.753 0.820
C -0.710 -0.730 0.059
C 0.586 -0.789 -0.571
O 1.100 0.101 -1.221
C 1.337 -2.116 -0.379
O 2.568 -2.055 -1.083
C 3.550 -1.377 -0.484
O 3.552 -1.040 0.668
C 4.666 -1.100 -1.489
C 4.490 0.344 -1.997
O 4.671 1.279 -0.966
C 5.708 0.998 -0.118
C 6.136 1.991 0.753
C 7.192 1.759 1.612
C 7.836 0.532 1.605
C 7.406 -0.470 0.757
C 6.337 -0.248 -0.099
O 5.942 -1.275 -0.925
C -1.591 0.348 0.029
C -1.412 1.678 -0.605
N -2.697 0.006 0.735
C -3.862 0.834 0.887
C -4.864 0.647 -0.259
C -5.927 1.763 -0.331
C -7.215 1.020 -0.722
C -6.754 -0.441 -0.858
O -5.590 -0.553 -0.071
H -3.341 -2.969 2.210
H -3.733 -1.438 2.996
H -4.572 -1.904 1.509
H -0.954 -2.722 1.046
H 0.773 -2.945 -0.807
H 1.519 -2.281 0.688
H 4.585 -1.807 -2.319
H 5.225 0.518 -2.798
H 3.477 0.494 -2.378
H 5.622 2.939 0.735
H 7.516 2.538 2.284
H 8.668 0.350 2.269
H 7.879 -1.439 0.743
H -1.427 2.470 0.145
H -2.198 1.882 -1.332
H -0.450 1.696 -1.108
H -3.550 1.881 0.914
H -4.361 0.584 1.825
H -4.319 0.588 -1.216
H -5.649 2.523 -1.058
H -6.035 2.239 0.643
H -7.967 1.110 0.061
H -7.640 1.387 -1.653
H -6.519 -0.673 -1.907
H -7.477 -1.165 -0.485
*
```



Molecular formula: C22H26B2ClINO7P
Method: DFT, ωB97M-V with the def2-TZVPD basis set

The calculation puts the HOMO energy at -8.85 eV. As for the SMILES: CCOB(O)c1c(C[C@H](C)I)c(P(O)Cl)c(B(O)OC)c2c1C(=O)N(Cc1ccc(C)cc1)C2=O. The calculation puts the total energy at -70329.0491 eV. Its lowest unoccupied orbital energy is -0.4185 eV.

```
! wB97M-V def2-TZVPD RIJCOSX def2/J DEFGRID3
* xyz 0 1
C -2.859 5.336 -1.720
C -2.287 4.468 -0.615
O -2.635 3.082 -0.798
B -1.609 2.200 -0.969
O -0.543 2.493 -1.805
C -1.564 0.810 -0.208
C -2.583 -0.156 -0.247
C -3.837 0.225 -0.994
C -3.761 0.329 -2.534
C -5.076 -0.046 -3.229
I -2.058 -0.651 -3.440
C -2.412 -1.410 0.389
P -3.679 -2.735 0.396
O -2.612 -3.973 0.423
Cl -4.260 -2.927 -1.581
C -1.250 -1.691 1.126
B -0.990 -3.003 1.996
O 0.141 -3.740 1.770
O -1.864 -3.386 2.989
C -2.529 -2.379 3.751
C -0.262 -0.720 1.138
C -0.412 0.502 0.497
C 0.830 1.290 0.743
O 0.974 2.476 0.703
N 1.852 0.340 1.165
C 2.551 -0.161 -0.058
C 4.027 -0.347 0.147
C 4.874 0.738 0.326
C 6.232 0.546 0.488
C 6.788 -0.730 0.464
C 8.271 -0.946 0.605
C 5.935 -1.815 0.296
C 4.574 -1.622 0.136
C 1.076 -0.701 1.808
O 1.447 -1.331 2.760
H -3.843 4.979 -2.015
H -2.944 6.359 -1.354
H -2.205 5.357 -2.592
H -1.207 4.589 -0.545
H -2.722 4.767 0.339
H -0.740 2.378 -2.739
H -4.147 1.216 -0.657
H -4.638 -0.447 -0.690
H -3.555 1.372 -2.760
H -4.916 -0.808 -3.988
H -5.504 0.813 -3.742
H -5.796 -0.458 -2.525
H -2.927 -4.632 1.054
H 0.736 -3.736 2.526
H -2.670 -2.766 4.759
H -1.948 -1.461 3.820
H -3.517 -2.158 3.341
H 2.386 0.571 -0.852
H 2.111 -1.097 -0.414
H 4.473 1.744 0.338
H 6.893 1.394 0.618
H 8.464 -1.821 1.224
H 8.711 -1.142 -0.375
H 8.759 -0.081 1.046
H 6.335 -2.821 0.271
H 3.922 -2.476 -0.006
*
```



Molecular formula: C22H26BN10OTl
Method: DFT, ωB97M-V with the def2-TZVPD basis set

The calculation puts the HOMO energy (spin up / spin down) at -17.47 / -17.47 eV. The calculation puts the total energy at -45527.0473 eV. The energy above the lowest of the compared OMol25 structures with the same formula, charge and spin is 0.0 kJ/mol. Its lowest unoccupied orbital energy (spin up / spin down) is -9.7663 / -12.4384 eV.

```
! wB97M-V def2-TZVPD RIJCOSX def2/J DEFGRID3
* xyz 3 2
Tl 4.493 -19.401 -2.813
C 3.435 -20.156 -6.083
C 2.439 -19.360 -5.243
C 1.147 -18.970 -5.503
C 0.691 -18.300 -4.388
N 1.684 -18.277 -3.422
N 2.671 -19.039 -3.961
B 1.819 -18.007 -1.799
N 3.032 -17.035 -1.664
C 3.031 -15.721 -1.441
C 4.320 -15.274 -1.434
C 5.081 -16.396 -1.746
C 6.576 -16.461 -1.963
N 4.314 -17.482 -1.761
N 2.118 -19.397 -1.137
C 1.324 -19.987 -0.245
C 1.827 -21.242 0.034
C 3.064 -21.293 -0.579
C 4.166 -22.346 -0.435
N 3.217 -20.173 -1.258
N 0.626 -17.300 -1.206
C 0.273 -17.086 0.084
C -0.930 -16.323 0.058
C -1.183 -16.122 -1.329
C -2.264 -15.303 -1.931
N -0.320 -16.704 -2.048
H 3.468 -19.830 -7.172
H 4.478 -20.151 -5.679
H 3.144 -21.214 -6.099
H 0.628 -19.083 -6.428
H -0.344 -17.924 -4.289
H 2.159 -15.130 -1.200
H 4.736 -14.307 -1.387
H 7.104 -16.385 -0.947
H 7.009 -17.378 -2.277
H 6.932 -15.680 -2.725
H 0.438 -19.507 0.057
H 1.408 -22.038 0.657
H 4.376 -22.716 0.683
H 3.880 -23.242 -0.937
H 5.146 -22.094 -0.859
H 0.885 -17.479 0.882
H -1.474 -16.125 0.968
H -2.385 -14.309 -1.388
H -1.911 -15.130 -3.022
H -3.235 -15.834 -1.775
N 8.854 -23.015 -6.278
C 7.814 -22.288 -5.849
O 6.866 -22.010 -6.554
C 7.763 -21.837 -4.397
C 8.709 -21.858 -3.360
C 8.486 -21.217 -2.192
C 7.337 -20.451 -2.069
N 6.280 -20.637 -2.921
C 6.525 -21.304 -4.043
H 8.755 -23.272 -7.284
H 9.673 -23.388 -5.787
H 9.636 -22.316 -3.618
H 9.222 -21.044 -1.406
H 7.150 -19.805 -1.205
H 5.790 -21.440 -4.793
*
```



Copy entry 4 word for word.
Molecular formula: C22H26BN10OTl
Method: DFT, ωB97M-V with the def2-TZVPD basis set

The calculation puts the HOMO energy (spin up / spin down) at -17.47 / -17.47 eV. The calculation puts the total energy at -45527.0473 eV. The energy above the lowest of the compared OMol25 structures with the same formula, charge and spin is 0.0 kJ/mol. Its lowest unoccupied orbital energy (spin up / spin down) is -9.7663 / -12.4384 eV.

```
! wB97M-V def2-TZVPD RIJCOSX def2/J DEFGRID3
* xyz 3 2
Tl 4.493 -19.401 -2.813
C 3.435 -20.156 -6.083
C 2.439 -19.360 -5.243
C 1.147 -18.970 -5.503
C 0.691 -18.300 -4.388
N 1.684 -18.277 -3.422
N 2.671 -19.039 -3.961
B 1.819 -18.007 -1.799
N 3.032 -17.035 -1.664
C 3.031 -15.721 -1.441
C 4.320 -15.274 -1.434
C 5.081 -16.396 -1.746
C 6.576 -16.461 -1.963
N 4.314 -17.482 -1.761
N 2.118 -19.397 -1.137
C 1.324 -19.987 -0.245
C 1.827 -21.242 0.034
C 3.064 -21.293 -0.579
C 4.166 -22.346 -0.435
N 3.217 -20.173 -1.258
N 0.626 -17.300 -1.206
C 0.273 -17.086 0.084
C -0.930 -16.323 0.058
C -1.183 -16.122 -1.329
C -2.264 -15.303 -1.931
N -0.320 -16.704 -2.048
H 3.468 -19.830 -7.172
H 4.478 -20.151 -5.679
H 3.144 -21.214 -6.099
H 0.628 -19.083 -6.428
H -0.344 -17.924 -4.289
H 2.159 -15.130 -1.200
H 4.736 -14.307 -1.387
H 7.104 -16.385 -0.947
H 7.009 -17.378 -2.277
H 6.932 -15.680 -2.725
H 0.438 -19.507 0.057
H 1.408 -22.038 0.657
H 4.376 -22.716 0.683
H 3.880 -23.242 -0.937
H 5.146 -22.094 -0.859
H 0.885 -17.479 0.882
H -1.474 -16.125 0.968
H -2.385 -14.309 -1.388
H -1.911 -15.130 -3.022
H -3.235 -15.834 -1.775
N 8.854 -23.015 -6.278
C 7.814 -22.288 -5.849
O 6.866 -22.010 -6.554
C 7.763 -21.837 -4.397
C 8.709 -21.858 -3.360
C 8.486 -21.217 -2.192
C 7.337 -20.451 -2.069
N 6.280 -20.637 -2.921
C 6.525 -21.304 -4.043
H 8.755 -23.272 -7.284
H 9.673 -23.388 -5.787
H 9.636 -22.316 -3.618
H 9.222 -21.044 -1.406
H 7.150 -19.805 -1.205
H 5.790 -21.440 -4.793
*
```